Molecular formula: C66H187N11O33
Method: DFT, the ωB97M-V functional and the def2-TZVPD basis

DFT total energy ... -155412.3871 eV
HOMO-LUMO gap ... 8.48 eV
HOMO energy ... -8.5 eV
ΔE to the lowest compared entry with this formula, charge and spin ... 7.5541 eV

XYZ file:
```
297
Properties=species:S:1:pos:R:3:forces:R:3
C 12.7600 20.7548 31.1271 0.8 -0.8 -0.2
O 13.5152 20.0982 30.0901 0.1 0.2 0.7
C 13.1221 20.5359 28.8063 -0.6 0.2 -0.1
C 13.7354 19.6971 27.6810 -0.5 1.2 1.3
N 13.1204 18.3875 27.7617 0.9 -0.3 -1.9
C 13.4518 17.5720 26.5481 -0.4 0.6 0.5
C 12.8665 16.2006 26.5862 0.4 -0.5 -0.6
O 13.7496 15.4538 27.4183 -0.9 -1.1 0.5
C 13.5494 14.0369 27.3980 0.8 -0.1 0.5
H 12.9165 20.2143 32.0606 0.1 -0.2 -0.1
H 11.6919 20.7172 30.9133 -0.1 0.2 -0.2
H 13.1284 21.7660 31.3000 -0.2 0.3 -0.3
H 13.3230 21.5978 28.6642 0.4 0.3 0.0
H 12.0370 20.4328 28.8179 -0.3 0.0 -0.6
H 14.8156 19.8076 27.7769 0.5 -0.8 0.3
H 13.5847 20.2219 26.7376 -0.7 -0.3 -0.2
H 13.4483 17.9722 28.6220 0.1 -0.5 -0.1
H 14.5092 17.4194 26.3318 0.4 0.2 0.4
H 13.0832 18.0782 25.6559 -0.3 0.3 0.2
H 12.8635 15.7758 25.5824 0.5 -0.1 -0.4
H 11.7967 16.1957 26.7951 -0.1 -0.1 1.1
H 12.5733 13.6813 27.7278 -0.4 0.4 -0.5
H 14.2094 13.5411 28.1098 0.3 0.6 0.4
H 13.9001 13.5944 26.4656 -0.6 0.1 -0.5
C 16.1296 15.9590 16.4650 0.0 0.5 -0.7
O 14.8504 16.0776 17.0521 0.8 -0.7 0.1
C 14.9650 15.9959 18.4679 -1.5 1.9 0.0
C 13.8480 17.0105 18.9210 1.7 -1.6 0.5
N 13.7918 17.1049 20.4140 -1.7 0.8 -1.0
C 12.6022 17.9118 20.7760 -0.7 -0.1 0.5
C 12.5907 19.3689 20.3557 0.7 0.2 -0.5
O 13.8024 20.0021 20.7416 -0.2 -1.1 0.7
C 14.1659 21.2272 20.1784 0.1 -0.5 -0.4
H 16.7432 16.8182 16.7360 0.3 0.1 0.3
H 16.0345 16.0309 15.3815 -0.2 -0.3 0.0
H 16.6552 15.0407 16.7267 -0.1 -0.2 0.1
H 15.9186 16.4076 18.7984 0.3 -0.3 0.1
H 14.8069 14.9841 18.8411 0.0 -0.1 0.0
H 12.9499 16.6085 18.4520 -0.4 0.2 0.6
H 14.1140 17.9230 18.3874 -0.1 0.3 0.2
H 14.5326 17.7120 20.7348 0.7 -0.2 -0.1
H 12.3483 17.8962 21.8359 0.8 -0.3 0.4
H 11.6838 17.5061 20.3515 0.1 -0.4 -0.4
H 11.7213 19.8351 20.8192 -0.1 0.3 0.0
H 12.4848 19.3889 19.2710 0.0 0.4 -0.3
H 14.1481 21.1498 19.0913 -0.2 0.2 -0.3
H 15.2154 21.3455 20.4480 -0.1 0.5 0.2
H 13.5301 22.0401 20.5292 0.1 0.2 0.0
C 19.6236 19.0450 28.9060 -0.5 0.2 -0.4
O 19.6423 20.4171 29.2971 0.1 -0.4 0.2
C 18.6279 20.7761 30.2574 1.5 0.7 -0.2
C 18.5110 22.3338 30.2417 -0.8 -1.5 -1.3
N 19.6692 23.1536 30.5710 -0.3 -0.3 0.9
C 20.0426 22.9942 31.9830 2.0 0.5 -0.2
C 21.5386 23.4826 32.3323 -1.8 -1.1 -0.9
O 22.5228 22.6886 31.6710 -1.3 -0.9 0.4
C 23.7727 22.8654 32.2495 1.0 1.3 -0.4
H 18.9060 18.8784 28.1027 -0.7 0.1 0.1
H 19.3728 18.3770 29.7300 0.2 0.0 0.1
H 20.5313 18.7098 28.4041 0.5 0.5 0.6
H 18.9483 20.5068 31.2638 0.0 -0.6 0.1
H 17.7024 20.2562 30.0096 -0.3 0.3 0.1
H 17.6190 22.5196 30.8400 0.2 0.6 0.4
H 18.2066 22.5108 29.2101 0.1 0.5 -0.1
H 20.4557 22.8582 30.0105 0.1 -0.1 -0.2
H 19.9517 21.9475 32.2731 0.3 -0.1 0.3
H 19.3959 23.5728 32.6427 -0.2 0.1 -0.2
H 21.5952 23.3537 33.4131 0.3 0.1 0.2
H 21.6867 24.5278 32.0604 -0.1 0.2 0.0
H 23.7566 22.9965 33.3314 -0.2 -0.2 0.2
H 24.1475 23.7957 31.8228 0.5 0.4 0.2
H 24.5243 22.1207 31.9875 -0.6 -0.4 -0.1
C 21.8711 19.6613 22.0648 -0.6 -0.1 0.4
O 20.5654 20.1641 21.7755 0.3 -1.4 0.4
C 19.7223 19.1343 21.1745 0.2 2.0 -0.8
C 18.2853 19.6121 21.2032 -0.2 0.6 -1.4
N 17.4197 19.2563 22.2871 -0.1 -0.2 0.8
C 18.0081 19.6375 23.5680 -0.6 -0.1 0.4
C 17.8541 21.1399 23.9378 1.1 -0.6 0.6
O 16.4952 21.4266 24.0943 -0.4 0.0 -0.9
C 16.1824 22.7795 24.3648 -0.7 -0.7 0.6
H 22.4521 20.4979 22.4530 0.0 -0.2 0.1
H 22.4179 19.1662 21.2623 -0.2 0.5 -0.9
H 21.7850 18.8329 22.7679 0.0 0.2 0.7
H 19.8174 18.1023 21.5123 0.3 0.1 0.6
H 20.0874 19.2015 20.1497 -0.4 -0.7 -0.4
H 17.7834 19.2894 20.2911 0.1 -0.4 -0.2
H 18.1838 20.6955 21.1407 1.2 0.5 -0.4
H 16.6761 19.9221 22.1321 -0.9 -0.4 0.4
H 19.0105 19.2094 23.5785 0.3 0.8 0.1
H 17.5054 19.0385 24.3274 -0.3 0.3 0.3
H 18.3414 21.8434 23.2628 -0.1 -0.1 -0.7
H 18.3661 21.3450 24.8780 0.2 -0.3 0.4
H 16.3759 22.9606 25.4221 0.2 0.4 0.1
H 15.1025 22.8250 24.2240 0.0 0.3 0.0
H 16.6660 23.5376 23.7487 0.3 -0.2 -0.2
C 23.8223 14.7842 22.9954 0.6 0.6 -0.1
O 25.0259 14.7635 23.7400 -0.6 -0.3 1.8
C 24.7181 14.5948 25.1583 1.5 -1.0 0.1
C 25.9974 14.6681 26.0350 -1.2 1.6 0.4
N 26.2081 16.0863 26.4894 0.6 -2.0 0.4
C 26.6673 17.0167 25.4925 -1.4 0.4 1.3
C 26.6128 18.3871 26.2158 1.7 0.6 -0.6
O 27.6792 18.4461 27.2306 -0.8 -0.4 -1.4
C 27.4153 19.1958 28.3725 -0.4 -0.4 1.2
H 23.2618 15.6648 23.3094 -0.4 0.1 -0.2
H 23.1977 13.8990 23.1161 0.1 -0.2 0.1
H 24.1397 14.8961 21.9587 -0.3 -0.1 0.0
H 24.3510 13.5840 25.3366 -0.4 -0.2 -0.4
H 23.9698 15.2768 25.5619 0.0 0.4 -0.4
H 26.7847 14.0869 25.5550 0.5 0.5 -0.3
H 25.8353 14.1769 26.9944 -0.4 -0.4 -0.2
H 26.9084 16.0958 27.2171 0.0 -0.2 0.4
H 25.8439 16.8960 24.7886 0.6 0.8 -1.0
H 27.6491 16.7133 25.1289 0.1 0.6 -0.5
H 25.6274 18.6458 26.6035 0.0 -0.6 0.4
H 26.8427 19.1989 25.5257 0.1 0.1 -0.3
H 26.9635 20.1825 28.2704 0.2 0.2 -0.7
H 28.3312 19.2798 28.9574 0.2 0.2 -0.3
H 26.7343 18.6498 29.0254 -0.3 -0.2 0.1
C 14.9877 6.0876 11.9739 -0.7 -0.5 -0.2
O 13.7149 5.6777 12.5688 1.4 -0.2 0.2
C 13.7658 4.3649 13.2196 1.3 0.2 -1.7
C 12.6824 4.2405 14.2092 -0.8 -0.1 -0.2
N 12.6977 5.4095 15.0814 -0.6 -1.1 0.2
C 13.6288 5.1026 16.1586 1.4 2.0 0.1
C 13.7708 6.2707 17.2049 -0.6 -1.3 0.3
O 14.6666 7.3336 16.9335 0.3 -1.5 0.5
C 14.3798 7.9475 15.7433 -0.6 1.4 -1.0
H 15.3207 5.3438 11.2500 -0.1 -0.1 -0.1
H 15.8376 6.2560 12.6353 -0.3 -0.3 0.8
H 14.8805 7.0365 11.4483 -0.6 -0.1 0.0
H 14.7527 4.2260 13.6610 0.2 0.0 0.0
H 13.5727 3.5789 12.4896 0.5 0.0 -0.4
H 12.8212 3.3068 14.7542 -0.1 0.0 0.1
H 11.7973 4.0992 13.5890 -0.7 0.4 0.5
H 13.1834 6.0286 14.4482 -0.3 1.0 0.4
H 14.6217 5.0116 15.7182 0.6 -0.1 0.1
H 13.4992 4.1098 16.5893 -0.7 0.3 0.4
H 14.0880 5.7787 18.1244 0.3 0.3 0.1
H 12.8012 6.7270 17.4041 -0.4 -0.2 -0.1
H 14.8796 8.9162 15.7519 0.3 -0.1 -0.3
H 13.3220 8.1774 15.6156 -0.5 0.0 0.4
H 14.5964 7.3838 14.8358 0.7 -0.2 0.0
C 13.2472 4.2191 33.4934 1.0 0.5 0.5
O 14.3883 4.7051 32.6885 -2.6 -1.7 0.1
C 14.0999 4.2796 31.3405 2.0 -0.2 -0.3
C 15.2582 4.7753 30.4678 0.7 0.9 0.1
N 16.6163 4.1989 30.7440 -1.8 -0.3 0.6
C 17.6093 4.8278 29.9413 1.4 -0.3 -1.2
C 18.9533 4.0744 30.0737 -0.9 1.0 1.3
O 19.3330 4.1792 31.4561 0.7 -0.1 0.1
C 19.9701 5.3891 31.8387 -0.2 0.0 0.5
H 12.3053 4.7216 33.2736 0.2 0.5 -0.3
H 13.4796 4.3559 34.5495 0.2 0.4 -0.1
H 13.0068 3.1577 33.4322 0.6 -0.3 -0.7
H 13.1009 4.5922 31.0365 0.1 0.5 -0.3
H 14.1405 3.2002 31.1943 -0.2 -0.4 0.7
H 15.3428 5.8477 30.6436 -0.2 0.5 -0.2
H 15.0880 4.6433 29.3992 -0.4 -0.2 0.0
H 16.8772 4.5035 31.6710 -0.3 -0.5 0.5
H 17.7554 5.8642 30.2457 0.1 0.4 -0.3
H 17.3593 4.8031 28.8806 -0.3 0.1 -0.1
H 19.7302 4.5049 29.4420 0.0 -0.1 -0.2
H 18.7675 3.0172 29.8843 0.3 0.1 -0.1
H 21.0570 5.4137 31.7598 0.2 -0.4 -0.8
H 19.8506 5.5188 32.9143 -0.5 -0.1 0.0
H 19.5531 6.2630 31.3381 0.0 0.1 -0.1
C 20.4748 14.5592 17.7989 0.8 1.0 -0.9
O 20.8621 15.9498 17.5726 0.0 -1.0 0.9
C 21.7380 16.2147 16.4645 -1.0 -0.4 1.1
C 21.8335 17.7299 16.2668 -0.8 -1.8 -0.5
N 20.4818 18.1527 15.8862 0.7 1.1 0.1
C 20.4542 19.6025 15.8134 -1.6 0.2 -0.7
C 19.0750 20.1137 15.4189 0.6 -0.5 -1.1
O 18.0905 19.6425 16.2901 1.2 -0.8 0.9
C 16.8106 19.9623 15.9071 -0.8 0.9 0.0
H 19.9851 14.4622 18.7679 -0.1 0.3 -0.2
H 21.3255 13.8778 17.7893 0.4 0.2 0.1
H 19.8426 14.2158 16.9801 -0.4 0.1 0.0
H 21.2349 15.7848 15.5984 0.2 0.2 -0.5
H 22.6957 15.7070 16.5799 0.2 0.1 0.2
H 22.5373 17.7304 15.4345 -0.1 0.9 -0.4
H 22.2488 18.3450 17.0652 0.1 -0.4 0.4
H 19.8095 17.9023 16.5970 0.1 -0.5 0.2
H 21.0945 19.8864 14.9782 0.4 0.4 0.4
H 20.6181 20.1541 16.7391 1.0 -0.2 0.4
H 18.8837 19.7708 14.4021 -0.3 -0.3 -0.3
H 19.1538 21.1972 15.3298 -0.4 0.4 0.4
H 16.0641 19.5439 16.5822 0.3 -0.4 0.0
H 16.6128 19.6485 14.8822 -0.2 0.0 -0.2
H 16.7168 21.0431 16.0124 -0.4 0.4 -0.4
C 13.6512 8.5366 25.6555 0.4 0.8 -0.6
O 14.4593 9.2057 24.6809 0.0 -0.8 -0.6
C 13.9655 9.2452 23.3304 0.3 1.9 -0.1
C 15.0655 9.9594 22.4783 -1.6 -1.2 0.0
N 15.3854 11.2504 22.9868 -0.1 0.4 0.5
C 16.5096 11.8392 22.2945 0.0 -0.1 0.1
C 17.0096 13.0320 23.0578 0.7 0.5 -0.5
O 17.6599 12.5736 24.2147 0.4 0.0 1.3
C 18.0737 13.6081 25.1084 -0.4 0.3 0.3
H 13.5836 7.4652 25.4667 0.0 -0.1 0.0
H 12.6570 8.9824 25.6858 -0.2 -0.1 0.0
H 14.1419 8.7594 26.6029 -0.2 -0.3 0.1
H 13.0923 9.8976 23.3261 -0.3 0.2 0.1
H 13.6088 8.3338 22.8505 0.5 -0.6 0.4
H 14.7049 10.1638 21.4702 -0.4 -0.6 -0.2
H 15.8710 9.2328 22.3721 0.7 0.1 0.2
H 15.5457 11.2135 23.9833 0.2 0.0 0.1
H 16.2277 12.0896 21.2718 -0.2 0.4 -0.1
H 17.3139 11.1159 22.1604 0.4 -0.2 0.2
H 16.1985 13.7319 23.2588 -0.3 0.0 0.4
H 17.7528 13.5970 22.4952 0.0 0.1 -0.5
H 18.6085 14.4287 24.6302 0.2 -0.2 -0.4
H 18.6823 13.2397 25.9343 0.2 -0.6 -0.4
H 17.2410 14.0893 25.6214 -0.5 -0.1 -0.2
C 16.2068 3.7477 23.2944 0.0 -0.4 -1.3
O 15.5341 3.1230 22.1962 0.3 -1.0 -0.4
C 16.4245 2.7075 21.1014 -1.7 1.1 0.6
C 15.6738 1.7792 20.1227 1.3 0.3 0.0
N 16.7127 1.3038 19.1748 -0.6 0.3 0.6
C 16.3434 0.6515 17.9336 -0.2 -0.1 -0.7
C 15.1241 -0.2878 18.0145 0.6 -0.5 -0.3
O 14.9570 -1.0934 16.8583 1.6 0.0 -0.7
C 13.8525 -1.9622 16.8942 -0.7 1.5 0.4
H 15.5062 3.9364 24.1078 -0.1 -0.1 -0.2
H 16.6143 4.6828 22.9104 0.3 0.3 0.4
H 17.0020 3.0813 23.6286 0.2 0.2 0.3
H 17.3467 2.2506 21.4603 0.0 -0.2 0.2
H 16.6600 3.6375 20.5839 0.4 -0.1 -0.3
H 14.9317 2.3591 19.5739 -0.1 -0.1 0.0
H 15.1836 0.9805 20.6794 -0.2 -0.1 0.0
H 17.4034 0.7562 19.6680 -0.1 -0.1 0.0
H 17.2377 0.0938 17.6555 -0.2 -0.3 -0.2
H 16.2090 1.3600 17.1162 -0.2 0.4 0.1
H 14.1856 0.2508 18.1458 0.0 0.2 0.6
H 15.4107 -0.9246 18.8514 -0.8 -0.3 0.5
H 13.7975 -2.4515 17.8666 0.0 -0.6 -0.2
H 13.7771 -2.5951 16.0100 0.7 -0.2 0.3
H 12.9890 -1.3004 16.8276 -0.7 -0.1 0.1
C 9.7471 1.6984 29.5214 1.1 -1.1 0.0
O 10.5794 2.0289 28.4454 0.1 0.8 -1.0
C 9.8254 2.3875 27.2898 0.4 -0.5 -0.2
C 10.7482 2.5171 26.0780 0.2 -0.3 0.3
N 10.0359 2.6841 24.7832 0.0 0.0 0.8
C 11.0012 3.1103 23.8167 1.0 0.0 -2.2
C 10.5763 3.0492 22.3152 -1.4 0.8 1.9
O 10.2586 1.7114 21.9823 0.6 0.1 -0.9
C 9.9088 1.5869 20.6167 0.3 -0.6 -0.8
H 9.2371 2.5395 29.9910 -0.2 0.1 -0.1
H 10.4517 1.2211 30.2026 -0.3 0.3 0.6
H 9.0949 0.8844 29.2050 -0.7 0.2 0.1
H 9.2699 3.3042 27.4878 -0.1 0.1 -0.2
H 9.1391 1.5647 27.0896 -0.5 0.0 -0.1
H 11.3870 1.6363 26.0136 -0.1 -0.5 0.2
H 11.5065 3.2700 26.2930 -0.4 0.7 -0.4
H 9.8912 1.7415 24.4506 -0.9 -0.3 0.3
H 11.8154 2.3856 23.8219 0.9 0.2 0.2
H 11.3703 4.1151 24.0221 0.0 0.0 0.1
H 11.3085 3.5766 21.7038 0.5 -0.6 -0.2
H 9.6683 3.6430 22.2106 -0.3 0.2 -0.1
H 10.0355 0.5669 20.2537 -0.3 -0.4 0.7
H 10.5800 2.0786 19.9126 0.3 0.8 0.4
H 8.8984 1.9078 20.3630 -0.2 0.2 0.4
O 16.9782 8.6553 27.4001 0.1 -0.1 0.3
H 16.1003 8.4605 27.0720 -0.2 -0.1 -0.1
H 17.4380 9.0290 26.6483 0.1 0.1 -0.2
O 21.1669 14.5313 30.2679 -0.2 0.1 0.2
H 21.9595 15.0003 30.0074 0.2 0.1 0.0
H 21.2461 13.6746 29.8484 0.0 -0.3 -0.2
O 20.9903 11.3292 28.2455 0.1 0.3 0.2
H 20.4262 10.8421 28.8462 -0.2 -0.1 0.2
H 20.9940 10.8071 27.4432 0.0 -0.1 -0.4
O 9.9947 12.7594 24.4854 -0.1 -0.3 0.2
H 9.6234 13.6205 24.2932 -0.1 0.2 0.0
H 10.8425 12.7590 24.0412 0.3 0.0 -0.2
O 9.8076 6.6022 28.6737 0.2 0.1 0.0
H 9.2352 6.5706 27.9072 -0.1 0.0 -0.3
H 9.2779 6.2399 29.3839 -0.1 -0.1 0.2
O 21.4923 9.4276 20.9654 -0.1 0.2 0.2
H 20.8152 9.0774 20.3866 -0.2 -0.1 -0.1
H 22.3082 9.0508 20.6357 0.3 -0.1 0.0
O 9.0712 8.3169 22.8552 0.0 -0.2 0.2
H 9.0646 8.2229 21.9026 0.0 0.0 -0.3
H 9.1251 9.2611 23.0028 0.0 0.3 0.1
O 8.5628 10.2473 26.7528 -0.2 -0.1 0.0
H 9.1914 10.7145 26.2026 0.1 0.3 -0.3
H 9.1000 9.6646 27.2894 0.1 -0.2 0.2
O 11.4017 11.3366 19.4618 0.0 -0.3 0.0
H 11.1382 11.8241 18.6813 -0.1 0.1 -0.2
H 11.7112 12.0073 20.0706 0.1 0.4 0.3
O 12.6815 13.6835 21.7176 -0.4 -0.2 -0.1
H 13.3833 13.0806 21.9628 0.4 -0.3 0.2
H 13.1338 14.4890 21.4670 0.1 0.5 -0.2
O 20.5571 10.5003 24.5844 0.1 -0.1 0.4
H 20.8705 10.2266 23.7224 0.2 -0.2 -0.3
H 19.9194 11.1898 24.4001 -0.4 0.2 -0.1
```
Positions in Å, forces in eV/Å.

Löwdin population analysis, charges in e, atoms 1 to 8: number 1, C, carries -0.094; number 2, O, carries -0.197; number 3, C, carries -0.252; number 4, C, carries -0.224; number 5, N, carries -0.024; number 6, C, carries -0.204; number 7, C, carries -0.245; number 8, O, carries -0.183